(1)
26
Properties=species:S:1:pos:R:3 method="wB97M-V/def2-TZVPD" spin_multiplicity=5 e_homo_ev="-7.5 / -8.3" gap_ev="7.686 / 5.985" s2=6.031
Os 0.168 1.234 -0.512
Cl -0.029 2.313 1.513
O 1.818 -0.244 -0.734
O 3.508 -0.407 0.822
C -0.492 2.796 -1.659
C 2.462 0.063 0.395
C -1.003 -1.699 2.695
C -1.444 0.685 -1.950
C -0.113 0.650 -2.467
C 0.645 -2.610 1.373
C -0.208 -1.854 0.505
C 0.463 1.971 -2.346
C -1.249 -1.299 1.332
C -1.614 1.953 -1.311
C 0.123 -2.581 2.720
H 1.577 -3.017 0.987
H -1.558 -1.306 3.549
H 1.430 2.324 -2.673
H 1.980 0.882 0.991
H -2.175 -0.134 -1.943
H 0.328 -0.212 -2.960
H 0.532 -3.091 3.617
H -2.092 -0.712 0.892
H -0.199 -1.812 -0.628
H -2.487 2.252 -0.772
H -0.370 3.855 -1.436



(2)
50
Properties=species:S:1:pos:R:3 method="wB97M-V/def2-TZVPD" charge=+3 e_homo_ev=-19.3 gap_ev=5.823
V 0.233 -0.415 0.792
S -0.375 2.101 2.882
S -2.502 -1.578 -0.504
S -0.120 -2.232 -1.457
F -3.976 -1.792 1.626
F -1.961 -2.580 1.803
F -2.473 0.622 3.051
F -3.456 -3.687 0.687
F 0.764 -4.662 -1.135
F -2.831 2.705 3.576
F -2.555 2.124 1.495
F 2.179 -3.196 -1.868
F 0.683 -4.010 -3.210
O -1.555 -0.501 0.083
O 0.062 3.275 2.240
O -0.019 0.850 1.796
O 0.465 -1.983 0.015
O 0.098 1.597 4.114
O -3.576 -1.061 -1.245
O 0.144 -1.104 -2.278
N 3.913 1.361 -0.011
N 4.493 -0.793 0.838
N -1.575 -2.670 -1.207
N 2.214 -0.178 0.639
N 6.094 0.760 0.351
N 0.673 -1.337 2.835
N 0.452 1.234 -0.593
N 2.943 -2.353 1.321
C 0.759 3.821 -1.469
C 1.834 3.147 -0.899
C 0.966 -3.696 -1.993
C -0.582 1.859 -1.173
C 1.640 1.855 -0.477
C -0.447 3.158 -1.634
C 4.834 0.432 0.415
C -3.062 -2.502 1.033
C -2.241 1.897 2.758
C 3.235 -1.111 0.912
C 2.691 1.014 0.095
H 6.372 1.671 0.014
H -1.507 1.319 -1.287
H 6.809 0.100 0.627
H 0.867 4.848 -1.790
H 2.036 -2.767 1.195
H 3.732 -2.971 1.452
H 2.804 3.608 -0.771
H -1.292 3.634 -2.113
H 1.606 -1.687 3.046
H 0.012 -2.091 3.030
H 0.477 -0.598 3.511



(3)
23
Properties=species:S:1:pos:R:3 method="wB97M-V/def2-TZVPD" e_homo_ev=-9.3 smiles=c1ccccc1.c1ccncc1 gap_ev=10.081
N -3.116 -1.360 -1.755
C 1.518 1.691 2.078
C -2.195 -0.307 0.210
C -0.831 -1.705 -1.195
C -1.923 -1.925 -2.003
C -0.950 -0.913 -0.039
C 3.409 1.292 0.565
C 2.851 1.860 1.703
C 0.659 0.962 1.203
C 2.557 0.468 -0.159
C -3.246 -0.579 -0.705
C 1.128 0.410 0.030
H -0.255 0.843 1.739
H 4.414 1.530 0.310
H 3.343 2.792 2.153
H -0.145 -0.727 0.668
H 0.649 -0.095 -0.773
H -2.269 0.413 1.027
H -1.818 -2.488 -2.890
H -4.264 -0.148 -0.639
H 0.137 -2.086 -1.405
H 1.144 1.957 3.056
H 3.013 -0.002 -1.086



(4)
29
Properties=species:S:1:pos:R:3 method="wB97M-V/def2-TZVPD" e_homo_ev=-8.4 smiles="COc1ccc(S(=O)(=O)c2ccc(N)cc2)nn1" gap_ev=8.312
S 1.684 -0.132 1.441
O 2.378 1.008 2.085
O 1.317 0.552 -4.416
O 2.228 -1.415 1.928
N 1.357 -1.042 -1.193
N 1.303 -0.880 -2.532
N -4.054 -0.155 3.149
C -2.123 -1.332 2.291
C 1.581 0.015 -0.363
C 1.596 1.470 -2.263
C -1.920 0.958 2.997
C -0.053 -0.190 1.983
C -0.798 -1.319 1.845
C 1.738 1.304 -0.913
C -2.707 -0.190 2.839
C 1.577 -0.642 -5.225
C 1.411 0.357 -3.075
C -0.599 0.969 2.597
H 1.972 2.089 -0.214
H 1.710 -0.395 -6.261
H -4.668 -0.955 2.981
H -2.345 1.890 3.401
H 0.023 1.886 2.691
H 0.726 -1.288 -5.236
H 1.693 2.462 -2.653
H -2.731 -2.241 2.090
H -0.343 -2.240 1.441
H -4.438 0.689 3.490
H 2.485 -1.234 -4.906



Results for relative energy (zero: lowest compared OMol25 entry of this formula, charge and spin): 4.77, 25.53, 71.01, 52.50 (in kcal per mole, following the order of the records).